Entry 1:
Entry from the Open Molecules 2025 dataset: C15H23N4PZr as an isolated structure (the ωB97M-V functional and the def2-TZVPD basis).

The HOMO-LUMO gap (spin up / spin down) is 6.211 / 4.545 eV. As for the lowest unoccupied orbital energy (spin up / spin down): -9.27 / -9.93 eV. As for the energy: -1191.98051 Eh. The value obtained for the HOMO energy (spin up / spin down) is -15.48 / -14.47 eV.

```
! RIJCOSX wB97M-V def2-TZVPD def2/J DEFGRID3
* xyz 2 1
C 1.057 -3.566 -1.242
C 1.993 -2.612 -0.901
C 1.632 -1.454 -0.199
C 0.280 -1.362 0.127
C -0.688 -2.274 -0.258
C -0.276 -3.428 -0.908
C 2.683 -0.508 0.267
C 2.999 0.738 -0.672
N 1.823 1.448 -1.222
Zr -0.675 0.276 1.313
C -2.146 -2.046 0.022
P -2.604 -0.245 -0.018
H 3.040 -2.730 -1.181
H -1.041 -4.147 -1.174
H 1.352 -4.448 -1.830
H -2.510 -2.425 0.990
H -2.754 -2.454 -0.787
H 2.580 -0.264 1.346
H 3.617 -1.099 0.235
H 3.491 1.456 0.028
C -4.217 -0.023 0.575
C -2.590 0.038 -1.791
H 3.662 0.416 -1.558
C 1.257 0.963 -2.477
C 1.724 2.891 -0.988
H -1.935 1.750 1.662
H 1.891 1.290 -3.376
H 1.115 -0.149 -2.419
H 0.194 1.317 -2.545
H 2.237 3.485 -1.803
H 0.646 3.162 -0.878
H 2.110 3.106 0.033
H -3.538 -0.411 -2.100
H -2.586 1.116 -2.001
H -1.756 -0.459 -2.307
H -4.843 -0.585 -0.115
H -4.277 -0.409 1.596
H -4.415 1.052 0.521
H -1.271 2.182 1.206
N 0.034 0.799 3.120
C 0.307 1.354 4.162
N 0.885 1.635 5.233
C 0.753 2.832 5.828
N 0.760 3.794 6.490
*
```

=====

Entry 2:
Entry from the Open Molecules 2025 dataset: C22H19AuF5N2O4S2 as an isolated structure (the ωB97M-V functional and the def2-TZVPD basis).

The HOMO-LUMO gap (spin up / spin down) is 8.970 / 5.623 eV. As for the lowest unoccupied orbital energy (spin up / spin down): -2.90 / -6.54 eV. As for the energy: -2691.28883 Eh. The value obtained for the HOMO energy (spin up / spin down) is -11.87 / -12.16 eV. Its expectation value of S² is 2.033. Its relative energy (zero: lowest compared OMol25 entry of this formula, charge and spin) is 0.7547 eV.

```
! RIJCOSX wB97M-V def2-TZVPD def2/J DEFGRID3
* xyz 1 3
Au 0.789 -0.722 0.268
F 1.987 2.345 6.726
C 1.722 2.164 5.456
C 1.684 0.866 4.939
F 1.919 -0.160 5.739
C 1.398 0.673 3.613
F 1.359 -0.579 3.162
C 1.133 1.759 2.742
S 0.772 1.641 1.097
C 1.195 3.062 3.310
F 0.972 4.113 2.545
C 1.476 3.265 4.638
F 1.516 4.482 5.149
C -1.890 4.325 -1.114
C -1.476 2.954 -1.569
C -2.172 1.818 -1.157
C -1.791 0.554 -1.581
C -0.698 0.428 -2.426
C -0.020 1.547 -2.897
C -0.406 2.799 -2.452
S -0.206 -1.174 -2.947
O -1.174 -2.133 -2.516
O 0.241 -1.086 -4.299
N 1.166 -1.524 -1.958
C 2.486 -1.120 -2.534
C 3.032 0.168 -1.923
C 3.650 -0.090 -0.569
O 4.821 0.058 -0.342
O 2.831 -0.561 0.370
H -2.532 4.277 -0.236
H -2.444 4.834 -1.904
H -1.021 4.938 -0.878
H -3.039 1.934 -0.516
H -2.340 -0.335 -1.301
H 0.784 1.437 -3.613
H 0.120 3.677 -2.807
H 1.109 -2.536 -1.847
H 2.363 -1.005 -3.610
H 3.182 -1.943 -2.374
H 2.229 0.902 -1.824
H 3.816 0.579 -2.556
N -1.112 -1.362 1.176
C -1.676 -2.582 0.608
C -2.974 -2.600 0.139
C -3.470 -3.759 -0.445
C -2.674 -4.887 -0.542
C -1.377 -4.864 -0.043
C -0.874 -3.710 0.535
H -1.796 -0.613 1.188
H -0.821 -1.539 2.134
H -3.608 -1.725 0.234
H -4.486 -3.776 -0.816
H -3.062 -5.787 -0.997
H -0.755 -5.746 -0.107
H 0.137 -3.685 0.932
*
```

=====

Entry 3:
Entry from the Open Molecules 2025 dataset: a 8-piece molecular cluster, C32H61N3O10S5 overall (the ωB97M-V functional and the def2-TZVPD basis).

The SMILES is O=S1(=O)CCCC1.O=S1(=O)CCCC1.O=S1(=O)CCCC1.O=S1(=O)CCCC1.O=S1(=O)CCCC1.CCCC#N.CCCC#N.CCCC#N. The HOMO-LUMO gap is 10.297 eV. As for the lowest unoccupied orbital energy: 0.23 eV. As for the energy: -4163.31871 Eh. The value obtained for the HOMO energy is -10.06 eV. Its relative energy (zero: lowest compared OMol25 entry of this formula, charge and spin) is 1.7299 eV.

```
! RIJCOSX wB97M-V def2-TZVPD def2/J DEFGRID3
* xyz 0 1
O -9.381 6.369 25.303
S -9.016 7.207 24.146
O -7.834 6.835 23.354
C -10.428 7.478 23.049
C -10.915 8.902 23.293
C -9.667 9.705 23.531
C -8.809 9.050 24.595
H -11.114 6.661 23.275
H -10.057 7.358 22.031
H -11.495 9.189 22.416
H -11.494 8.913 24.217
H -9.791 10.754 23.799
H -9.209 9.768 22.544
H -9.296 9.261 25.546
H -7.759 9.290 24.757
O -5.442 2.431 25.285
S -4.713 3.533 25.965
O -3.250 3.451 26.141
C -5.148 5.088 25.078
C -5.438 6.045 26.064
C -6.170 5.399 27.245
C -5.485 4.021 27.594
H -6.047 4.907 24.488
H -4.265 5.297 24.474
H -4.494 6.410 26.469
H -5.889 6.955 25.669
H -7.229 5.303 27.005
H -6.056 6.023 28.132
H -6.061 3.209 28.038
H -4.571 4.230 28.150
O 3.227 9.970 21.491
S 1.968 10.254 20.827
O 1.582 11.673 20.495
C 1.981 9.197 19.234
C 0.467 8.989 19.045
C -0.187 8.549 20.401
C 0.516 9.342 21.550
H 2.463 8.315 19.654
H 2.635 9.659 18.494
H -0.021 9.952 18.888
H 0.212 8.232 18.303
H -0.045 7.479 20.557
H -1.253 8.754 20.294
H 0.903 8.673 22.318
H -0.013 10.099 22.128
O -1.002 4.553 16.785
S -1.946 4.766 17.869
O -1.947 5.997 18.689
C -3.655 4.478 17.169
C -4.392 3.468 18.180
C -3.339 2.580 18.784
C -2.044 3.394 19.093
H -3.577 3.932 16.229
H -4.088 5.444 16.914
H -4.787 4.068 19.000
H -5.159 2.807 17.775
H -3.201 1.751 18.091
H -3.647 2.013 19.663
H -1.094 2.868 19.187
H -2.272 3.877 20.044
O -4.659 11.233 19.876
S -4.272 12.379 20.650
O -5.229 13.103 21.525
C -2.823 11.871 21.631
C -1.654 12.939 21.547
C -1.673 13.286 20.072
C -3.127 13.575 19.688
H -2.506 11.011 21.041
H -3.110 11.447 22.594
H -1.904 13.780 22.194
H -0.732 12.446 21.855
H -1.292 12.451 19.484
H -1.016 14.150 19.966
H -3.545 13.735 18.694
H -3.380 14.487 20.229
C -7.634 6.126 17.631
C -7.772 7.472 16.909
C -7.701 8.632 17.820
C -8.757 8.688 18.866
N -9.648 8.700 19.666
H -8.498 5.891 18.253
H -6.822 6.134 18.358
H -7.501 5.302 16.931
H -8.674 7.455 16.297
H -7.018 7.495 16.123
H -7.804 9.523 17.201
H -6.743 8.735 18.331
C -4.607 7.388 20.006
C -5.500 7.291 21.198
C -5.383 8.346 22.225
C -3.964 8.598 22.638
N -2.890 8.763 23.012
H -4.645 8.401 19.606
H -4.940 6.731 19.202
H -3.540 7.250 20.182
H -5.359 6.336 21.702
H -6.518 7.251 20.812
H -5.925 8.005 23.107
H -5.873 9.244 21.847
C -4.380 9.145 16.504
C -3.002 9.409 16.850
C -2.367 10.805 16.792
C -2.606 11.642 15.592
N -2.732 12.357 14.653
H -4.554 9.237 15.432
H -4.997 9.891 17.005
H -4.743 8.139 16.712
H -2.535 8.906 16.003
H -2.654 8.950 17.775
H -1.280 10.770 16.872
H -2.762 11.292 17.683
*
```

=====

Entry 4:
Entry from the Open Molecules 2025 dataset: C43H45IrN11P as an isolated structure (the ωB97M-V functional and the def2-TZVPD basis).

The HOMO-LUMO gap (spin up / spin down) is 7.051 / 5.935 eV. As for the lowest unoccupied orbital energy (spin up / spin down): -7.99 / -9.11 eV. As for the energy: -2712.80360 Eh. The value obtained for the HOMO energy (spin up / spin down) is -15.05 / -15.05 eV. Its expectation value of S² is 0.755. Its relative energy (zero: lowest compared OMol25 entry of this formula, charge and spin) is 1.7848 eV.

```
! RIJCOSX wB97M-V def2-TZVPD def2/J DEFGRID3
* xyz 3 2
Ir 0.483 -0.796 -0.490
C -3.412 -2.397 -4.353
N -2.805 -2.220 -3.027
C -3.350 -2.643 -1.849
C -2.476 -2.288 -0.870
N -1.400 -1.651 -1.434
C -1.624 -1.628 -2.743
P -0.527 -0.955 -4.016
C -0.247 0.621 -3.195
N 0.085 0.768 -1.912
C 0.140 2.126 -1.674
C -0.164 2.782 -2.821
N -0.403 1.826 -3.772
C -0.787 2.090 -5.166
C 0.983 -1.725 -3.402
N 1.271 -1.985 -2.123
C 2.326 -2.876 -2.151
C 2.681 -3.110 -3.441
N 1.828 -2.384 -4.217
C 1.852 -2.342 -5.687
H -4.383 -2.866 -4.228
H -3.544 -1.435 -4.841
H -2.789 -3.037 -4.973
H -4.305 -3.140 -1.800
H -2.585 -2.446 0.185
H 0.388 2.542 -0.717
H -0.224 3.837 -3.033
H -0.819 3.164 -5.317
H -0.059 1.658 -5.848
H -1.771 1.675 -5.373
H 2.729 -3.337 -1.276
H 3.457 -3.732 -3.856
H 2.830 -2.667 -6.025
H 1.093 -3.002 -6.102
H 1.680 -1.327 -6.034
N -0.156 -2.076 1.327
C 0.685 -3.156 1.757
C 0.252 -4.207 2.509
C 1.170 -5.187 2.948
C 2.492 -5.080 2.629
C 2.950 -3.998 1.837
C 4.302 -3.822 1.473
C 4.641 -2.768 0.677
C 3.639 -1.888 0.234
N 2.368 -1.997 0.564
C 2.025 -3.040 1.381
H -0.075 -1.304 1.980
H -1.125 -2.368 1.330
H -0.793 -4.287 2.789
H 0.816 -6.009 3.555
H 3.204 -5.822 2.966
H 5.052 -4.513 1.840
H 5.665 -2.593 0.376
H 3.907 -1.070 -0.409
C -2.948 3.038 4.279
C -2.004 4.028 3.644
C -1.946 5.347 4.079
C -1.058 6.256 3.524
C -0.209 5.853 2.508
C -0.253 4.543 2.050
C -1.146 3.644 2.618
N -1.286 2.290 2.138
C -0.373 1.528 1.517
N 0.902 1.839 1.766
C 2.007 1.474 1.000
C 1.878 0.696 -0.136
C 2.933 0.696 -1.051
C 4.134 1.321 -0.763
C 4.294 1.948 0.461
C 3.240 2.041 1.355
C 3.388 2.791 2.656
N -0.724 0.464 0.790
C -2.164 0.289 0.713
C -2.832 0.759 -0.418
C -4.197 0.597 -0.556
C -4.914 -0.049 0.445
C -4.263 -0.470 1.590
C -2.885 -0.295 1.763
C -2.285 -0.689 3.097
H -3.474 3.493 5.114
H -2.410 2.165 4.658
H -3.711 2.689 3.573
H -2.610 5.663 4.875
H -1.036 7.277 3.879
H 0.473 6.560 2.055
H 0.375 4.251 1.216
H -2.216 1.907 2.194
H 1.054 2.525 2.492
H 2.809 0.207 -2.012
H 4.949 1.289 -1.475
H 5.240 2.416 0.708
H 4.442 2.949 2.875
H 2.956 2.246 3.498
H 2.923 3.781 2.609
H -2.258 1.260 -1.187
H -4.705 0.975 -1.435
H -5.981 -0.200 0.345
H -4.833 -0.931 2.389
H -2.309 -1.771 3.252
H -2.876 -0.261 3.906
H -1.260 -0.343 3.224
*
```

=====

Entry 5:
Entry from the Open Molecules 2025 dataset: C4H6N2O as an isolated structure (the ωB97M-V functional and the def2-TZVPD basis).

The HOMO-LUMO gap is 9.417 eV. As for the lowest unoccupied orbital energy: 0.24 eV. As for the energy: -340.67375 Eh. The value obtained for the HOMO energy is -9.18 eV. Its relative energy (zero: lowest compared OMol25 entry of this formula, charge and spin) is 3.2968 eV.

```
! RIJCOSX wB97M-V def2-TZVPD def2/J DEFGRID3
* xyz 0 1
C -0.207 -0.756 -1.813
O -1.677 -0.975 0.024
C -0.826 -0.270 0.516
C 0.147 0.482 -0.339
N 1.142 0.840 0.722
C 0.632 0.411 1.920
N -0.485 -0.234 1.874
H 0.324 -0.239 -2.586
H -1.272 -0.907 -2.142
H 0.163 -1.751 -1.552
H -0.142 1.395 -0.855
H 1.904 1.511 0.698
H 1.159 0.574 2.867
*
```

=====

Entry 6:
Entry from the Open Molecules 2025 dataset: C19H42LaNOP3S as an isolated structure (the ωB97M-V functional and the def2-TZVPD basis).

The HOMO-LUMO gap is 4.756 eV. As for the lowest unoccupied orbital energy: -10.18 eV. As for the energy: -2332.08893 Eh. The value obtained for the HOMO energy is -14.93 eV. Its relative energy (zero: lowest compared OMol25 entry of this formula, charge and spin) is 0.0000 eV.

```
! RIJCOSX wB97M-V def2-TZVPD def2/J DEFGRID3
* xyz 3 1
La -0.295 -0.691 -0.299
P 1.854 1.045 0.920
P -2.060 1.851 0.165
P 0.632 0.976 -2.425
H -0.964 -3.270 -1.250
C 0.002 -3.047 -1.738
C 1.200 -2.907 -1.065
H 1.330 -3.085 0.020
C 2.242 0.644 2.656
C 1.861 2.876 1.050
C 3.526 0.811 0.167
C -3.663 1.385 -0.613
C -2.605 2.279 1.855
C -1.846 3.523 -0.559
C 1.856 0.004 -3.362
C 1.286 2.650 -2.557
C -0.893 1.139 -3.432
H -0.071 -2.960 -2.831
H 2.153 -2.708 -1.580
H 2.294 -0.438 2.813
H 1.497 1.066 3.337
H 3.219 1.082 2.884
H 1.052 3.206 1.713
H 1.739 3.348 0.068
H 2.824 3.182 1.478
H 3.787 -0.259 0.182
H 4.242 1.375 0.786
H 3.551 1.187 -0.869
H -4.371 2.221 -0.510
H -4.060 0.494 -0.103
H -3.493 1.172 -1.679
H -3.406 3.029 1.793
H -1.754 2.705 2.400
H -2.979 1.385 2.368
H -2.734 4.119 -0.296
H -1.757 3.448 -1.652
H -0.945 3.977 -0.121
H 1.908 0.415 -4.376
H 1.600 -1.063 -3.414
H 2.829 0.082 -2.864
H 1.371 2.887 -3.625
H 2.266 2.691 -2.073
H 0.608 3.353 -2.065
H -0.610 1.484 -4.438
H -1.616 1.833 -2.979
H -1.401 0.166 -3.499
C -0.624 -2.949 -6.307
C -1.685 -2.880 -7.242
C -1.947 -3.976 -8.084
C -1.096 -5.100 -8.057
C 0.098 -5.045 -7.323
C 0.365 -3.942 -6.506
S -0.407 -1.749 -5.019
H -1.590 -1.654 -4.297
H -2.281 -1.957 -7.303
H -2.802 -3.961 -8.767
H -1.336 -5.983 -8.652
H 0.820 -5.858 -7.394
H 1.320 -3.826 -6.006
C -1.197 -0.170 4.207
C -0.768 -1.211 3.219
N -0.455 -2.435 3.660
O -0.675 -1.017 1.940
H -0.993 -0.569 5.215
H -2.280 0.022 4.106
H -0.613 0.758 4.045
H -0.147 -3.154 3.024
H -0.506 -2.647 4.651
*
```

=====

So what do the calculations give for max |F|? Going down the list: 5.82 0.48 5.29 3.70 1.84 2.14 eV Å⁻¹.